{"formula": "C32H34CaF9N4O8Sb", "method": "the ωB97M-V functional and the def2-TZVPD basis", "elements": ["Ca", "C", "C", "C", "C", "C", "C", "C", "C", "C", "C", "N", "C", "C", "C", "C", "C", "N", "H", "H", "H", "H", "H", "H", "H", "H", "H", "H", "H", "H", "H", "H", "H", "H", "H", "O", "C", "O", "C", "C", "C", "C", "C", "C", "O", "N", "O", "O", "N", "O", "O", "H", "H", "C", "C", "Sb", "C", "C", "C", "C", "H", "H", "H", "H", "H", "H", "H", "H", "H", "H", "H", "H", "H", "H", "H", "F", "C", "F", "F", "C", "O", "C", "F", "F", "F", "C", "F", "F", "F"], "coordinates": [[0.302, 0.882, 0.045], [-1.707, -2.704, 2.001], [-1.358, -2.542, 3.466], [-1.565, -1.105, 3.880], [-2.508, -0.782, 4.840], [-2.742, 0.562, 5.210], [-2.114, 1.587, 4.540], [-1.077, 1.288, 3.634], [-0.285, 2.411, 2.984], [1.228, 2.542, 3.387], [-0.863, -0.027, 3.342], [0.135, -0.309, 2.348], [1.236, -0.896, 2.724], [2.343, -1.080, 1.800], [3.597, -1.549, 2.197], [4.349, -1.674, 1.023], [3.570, -1.180, 0.024], [2.293, -0.831, 0.456], [-1.714, -3.742, 1.613], [-1.143, -2.013, 1.343], [-2.708, -2.323, 1.832], [-0.365, -2.698, 3.569], [-1.802, -3.223, 4.219], [-2.968, -1.649, 5.375], [-3.534, 0.797, 5.874], [-2.265, 2.593, 4.838], [-0.782, 3.302, 3.217], [-0.357, 2.398, 1.877], [1.707, 3.394, 2.926], [1.709, 1.560, 3.188], [1.255, 2.704, 4.499], [1.437, -1.159, 3.791], [3.934, -1.854, 3.190], [5.376, -2.128, 0.848], [3.886, -1.129, -0.989], [0.129, 1.622, -4.289], [0.417, 1.749, -3.090], [0.438, 0.888, -2.151], [0.943, 3.179, -2.634], [1.242, 4.005, -3.697], [1.685, 5.357, -3.556], [1.845, 5.883, -2.262], [1.531, 5.057, -1.235], [1.134, 3.670, -1.327], [0.885, 3.023, -0.223], [1.559, 5.721, 0.113], [0.542, 5.770, 0.773], [2.652, 6.143, 0.590], [1.881, 6.135, -4.717], [2.005, 5.570, -5.789], [1.827, 7.375, -4.578], [1.253, 3.733, -4.737], [2.244, 6.882, -2.035], [1.166, -4.802, 0.607], [1.853, -4.249, -0.651], [0.399, -2.989, -1.633], [1.802, -2.376, -3.273], [2.635, -3.276, -4.174], [-0.462, -4.650, -2.505], [-1.670, -4.518, -3.369], [1.824, -5.463, 1.193], [0.174, -5.269, 0.393], [0.709, -3.969, 1.299], [2.158, -4.939, -1.487], [2.612, -3.601, -0.407], [2.469, -1.747, -2.658], [1.277, -1.694, -3.925], [3.050, -4.055, -3.568], [3.421, -2.687, -4.587], [1.883, -3.697, -4.875], [-0.608, -5.321, -1.614], [0.349, -5.030, -3.106], [-2.222, -3.605, -3.019], [-2.483, -5.281, -3.399], [-1.378, -4.253, -4.367], [-4.951, 0.445, -1.663], [-3.604, 0.300, -1.508], [-3.305, -1.003, -1.512], [-2.982, 0.822, -2.550], [-3.098, 0.970, -0.236], [-1.881, 0.535, 0.156], [-3.012, 2.507, -0.513], [-1.973, 2.776, -1.344], [-4.154, 3.009, -1.042], [-2.823, 3.112, 0.623], [-4.200, 0.781, 0.846], [-4.739, -0.434, 0.687], [-5.268, 1.644, 0.843], [-3.679, 0.821, 2.074]], "lumo_energy_ev": [4.270, 4.271], "total_charge": -2, "mol_weight_g_mol": 935.464, "de_lowest_ev": 0.6946, "homo_ha": [-0.11868, -0.11868]}

---

{"formula": "C2HF6PS2", "method": "the ωB97M-V functional and the def2-TZVPD basis", "elements": ["F", "C", "F", "F", "S", "P", "S", "C", "F", "F", "F", "H"], "coordinates": [[-0.358, -2.350, 1.342], [0.383, -2.034, 2.415], [-0.540, -2.052, 3.522], [1.330, -2.949, 2.755], [1.182, -0.449, 2.260], [-0.170, 1.009, 1.564], [0.180, 2.287, -0.139], [1.128, 1.345, -1.446], [0.396, 0.174, -1.500], [0.926, 2.010, -2.582], [2.525, 1.227, -1.066], [-1.380, 0.909, 2.301]], "lumo_energy_ev": -1.218, "mol_weight_g_mol": 234.126, "smiles": "FC(F)(F)SPSC(F)(F)F", "de_lowest_ev": 0.5761, "homo_ha": -0.30865}

---

{"formula": "C5H9N3", "method": "the ωB97M-V functional and the def2-TZVPD basis", "elements": ["C", "C", "C", "C", "N", "C", "N", "N", "H", "H", "H", "H", "H", "H", "H", "H", "H"], "coordinates": [[-1.004, -1.268, -1.076], [0.389, -1.240, -0.453], [0.617, 0.033, 0.309], [-0.037, 0.316, 1.448], [0.315, 1.760, 1.623], [1.375, 1.778, 0.810], [1.238, 1.157, -0.321], [-1.241, -0.129, -1.988], [-1.756, -1.297, -0.277], [-1.156, -2.157, -1.682], [1.151, -1.342, -1.215], [0.511, -2.108, 0.207], [-0.009, -0.262, 2.373], [0.316, 2.142, 2.556], [2.275, 1.862, 1.442], [-2.224, 0.065, -2.098], [-0.760, 0.691, -1.659]], "lumo_energy_ev": 0.348, "mol_weight_g_mol": 111.148, "de_lowest_ev": 4.0400, "homo_ha": -0.29608}

---

{"formula": "C4H13N2O", "method": "the ωB97M-V functional and the def2-TZVPD basis", "elements": ["C", "C", "C", "C", "N", "N", "H", "H", "H", "H", "H", "H", "H", "H", "H", "H", "H", "H", "H", "O"], "coordinates": [[1.391, -0.955, 0.161], [0.856, -0.157, 1.343], [-0.614, -0.322, 1.602], [-1.569, 0.375, 0.935], [-2.876, -0.040, 0.808], [0.552, -0.717, -1.053], [2.402, -0.686, -0.159], [1.507, -2.005, 0.428], [1.158, 0.901, 1.352], [1.374, -0.519, 2.236], [-0.971, -0.888, 2.449], [-1.366, 1.384, 0.573], [-3.044, -0.968, 1.163], [-3.613, 0.600, 1.055], [0.479, -1.536, -1.663], [0.789, 0.133, -1.576], [-0.405, -0.583, -0.677], [2.181, 1.812, -1.932], [1.556, 2.258, -3.243], [1.632, 1.487, -2.662]], "lumo_energy_ev": -2.940, "total_charge": 1, "mol_weight_g_mol": 105.161, "de_lowest_ev": 1.9233, "homo_ha": -0.44604}

---

{"formula": "C12H14N2", "method": "the ωB97M-V functional and the def2-TZVPD basis", "elements": ["C", "N", "C", "C", "C", "N", "C", "C", "C", "C", "C", "C", "C", "C", "H", "H", "H", "H", "H", "H", "H", "H", "H", "H", "H", "H", "H", "H"], "coordinates": [[2.086, -0.794, -1.425], [1.799, -0.172, -0.192], [0.569, 0.637, -0.058], [0.573, 2.020, -0.072], [-0.606, 2.738, 0.137], [-1.777, 2.132, 0.041], [-1.949, 0.763, -0.054], [-3.192, 0.176, -0.097], [-3.299, -1.231, 0.011], [-2.177, -2.006, 0.152], [-0.937, -1.447, 0.092], [-0.818, -0.077, 0.000], [2.058, -0.951, 1.124], [3.009, 0.058, 0.571], [1.139, -0.846, -1.940], [2.653, -0.041, -1.897], [2.483, -1.786, -1.333], [1.417, 2.712, 0.021], [-0.434, 3.815, 0.074], [-2.796, 2.594, 0.032], [-4.167, 0.730, -0.054], [-4.293, -1.646, 0.121], [-2.299, -3.036, 0.409], [0.020, -1.965, 0.349], [2.349, -1.943, 0.852], [1.368, -1.000, 1.935], [3.394, 1.027, 1.059], [3.829, -0.460, 0.144]], "lumo_energy_ev": -8.897, "total_charge": 2, "mol_weight_g_mol": 186.258, "smiles": "C[N+]1(c2cc[nH+]c3ccccc23)CC1", "de_lowest_ev": 4.0500, "homo_ha": -0.62370}

---

In eV, the DFT total energy values for the records above are, in order, -105510.3948; -49352.0263; -9797.4269; -9379.6605; -15632.1091.